The following is a DFT calculation (ωB97M-V/def2-TZVPD) of a cluster of 5 separate species, C20H44O18S5 in total.

Last column: Löwdin charge in e.
Geometry (Å):
C 0.76 -1.63 -1.37  0.0356
C 0.27 -2.02 -2.69  -0.0791
C -0.94 -1.30 -3.45  -0.3819
C -0.89 -1.93 -4.93  -0.1104
C -0.78 -0.85 -6.11  -0.1897
C 0.52 0.09 -6.04  -0.2031
S 0.22 1.82 -6.67  0.7280
O 1.57 2.37 -7.06  -0.3561
O -0.64 1.71 -7.90  -0.3505
O -0.44 2.83 -5.52  -0.1902
C -2.25 -1.65 -2.55  -0.0460
O -3.23 -0.82 -3.28  -0.0101
C -2.49 0.38 -3.56  -0.3666
O -2.91 1.48 -4.00  0.0946
O -1.07 0.16 -3.33  0.0188
H 1.87 -1.38 -1.21  0.0772
H 0.02 -1.63 -0.50  0.0656
H 0.80 -2.94 -3.14  0.1125
H -1.86 -2.55 -5.04  0.1395
H -0.04 -2.68 -5.09  0.1143
H -0.68 -1.46 -7.09  0.1300
H -1.77 -0.28 -6.16  0.1201
H 1.39 -0.34 -6.64  0.1238
H 0.89 0.21 -4.95  0.1170
H -1.35 3.13 -5.78  0.1050
H -2.49 -2.75 -2.39  0.1507
H -2.09 -0.99 -1.61  0.1532
C 1.91 -1.36 3.20  -0.0750
C 1.58 -2.31 4.33  -0.2619
O 0.20 -2.66 4.33  -0.2662
S -0.33 -3.76 3.26  0.6000
C -1.91 -4.05 3.99  -0.1174
O 0.47 -4.95 3.38  -0.2821
O -0.53 -3.10 1.99  -0.2926
H 1.81 -1.85 2.23  0.0686
H 2.94 -1.00 3.28  0.0546
H 1.23 -0.50 3.20  0.0893
H 2.21 -3.21 4.29  0.1163
H 1.78 -1.82 5.28  0.1239
H -1.76 -4.50 4.98  0.0746
H -2.46 -4.73 3.35  0.0680
H -2.44 -3.10 4.07  0.0761
C 7.20 1.64 1.48  -0.0762
C 6.82 1.75 2.95  -0.2718
O 5.77 2.69 3.15  -0.2634
S 4.25 2.25 2.79  0.6142
C 3.43 3.60 3.59  -0.1254
O 3.94 1.03 3.49  -0.2944
O 4.06 2.39 1.37  -0.2737
H 6.39 1.20 0.90  0.0708
H 8.09 1.02 1.36  0.0802
H 7.40 2.63 1.06  0.0861
H 6.55 0.77 3.36  0.1147
H 7.68 2.11 3.52  0.1221
H 3.62 3.53 4.66  0.0754
H 2.37 3.51 3.39  0.0702
H 3.81 4.54 3.19  0.0722
C -4.08 -7.39 1.00  -0.0764
C -4.77 -7.53 -0.34  -0.2670
O -5.56 -6.39 -0.65  -0.2642
S -4.80 -5.06 -1.19  0.5926
C -6.25 -4.20 -1.76  -0.1158
O -3.99 -5.40 -2.33  -0.2879
O -4.27 -4.34 -0.06  -0.2859
H -3.32 -6.61 0.96  0.0671
H -3.59 -8.32 1.28  0.0828
H -4.79 -7.11 1.78  0.0849
H -4.05 -7.74 -1.14  0.1172
H -5.46 -8.38 -0.30  0.1236
H -6.69 -4.76 -2.58  0.0765
H -5.93 -3.21 -2.10  0.0746
H -6.95 -4.10 -0.93  0.0765
C 0.02 6.79 -0.04  -0.0735
C -0.07 8.07 0.76  -0.2678
O -0.18 7.82 2.16  -0.2642
S 1.15 7.40 2.97  0.6067
C 0.49 7.62 4.60  -0.1212
O 2.17 8.40 2.75  -0.2765
O 1.41 6.00 2.76  -0.2877
H 0.96 6.26 0.16  0.0718
H -0.03 6.99 -1.11  0.0830
H -0.79 6.11 0.23  0.0858
H 0.78 8.73 0.55  0.1167
H -0.97 8.62 0.46  0.1229
H 0.25 8.67 4.75  0.0753
H 1.25 7.30 5.32  0.0759
H -0.40 7.00 4.71  0.0751

Output
structure (SMILES)	C=C[C@@]1(CCCS(=O)(=O)O)COC(=O)O1.CCOS(C)(=O)=O.CCOS(C)(=O)=O.CCOS(C)(=O)=O.CCOS(C)(=O)=O
net charge	0
E_tot	-4133.45110	a.u.